[1]
Formula: C30H87N5O11
Source: OMol25
Level of theory: ωB97M-V/def2-TZVPD

CARTESIAN COORDINATES (ANGSTROEM)
C1 2.44 5.69 -3.12
O1 1.62 5.21 -4.16
C2 0.28 4.83 -3.81
C3 0.12 3.44 -3.21
C4 0.66 2.37 -4.22
N1 -1.27 3.32 -2.98
H1 2.23 6.71 -2.87
H2 3.42 5.48 -3.57
H3 2.49 5.03 -2.22
H4 -0.16 5.62 -3.13
H5 -0.13 4.86 -4.82
H6 0.68 3.56 -2.30
H7 0.45 1.35 -3.85
H8 1.74 2.46 -4.35
H9 0.20 2.51 -5.17
H10 -1.53 2.59 -2.23
H11 -1.71 2.88 -3.79
C5 -3.28 0.91 -0.37
O2 -3.44 1.87 -1.37
C6 -3.81 3.16 -0.86
C7 -4.23 4.07 -2.02
C8 -4.55 5.50 -1.54
N2 -5.36 3.40 -2.66
H12 -4.19 0.68 0.17
H13 -2.53 1.26 0.34
H14 -2.99 0.07 -0.95
H15 -4.64 3.10 -0.11
H16 -2.96 3.61 -0.30
H17 -3.45 4.13 -2.84
H18 -4.90 6.06 -2.45
H19 -3.66 5.99 -1.11
H20 -5.38 5.49 -0.81
H21 -5.45 3.92 -3.53
H22 -5.08 2.43 -2.87
C9 2.03 -4.65 -0.68
O3 1.35 -5.57 -1.46
C10 0.49 -4.89 -2.35
C11 0.15 -5.89 -3.45
C12 -0.72 -5.19 -4.58
N3 -0.54 -7.02 -2.97
H23 2.68 -5.16 -0.01
H24 1.28 -4.02 -0.06
H25 2.72 -4.15 -1.35
H26 -0.47 -4.57 -1.82
H27 1.03 -3.96 -2.71
H28 1.09 -6.18 -3.94
H29 -1.01 -5.94 -5.30
H30 -0.14 -4.41 -5.08
H31 -1.54 -4.75 -4.02
H32 -1.20 -7.47 -3.65
H33 -1.10 -6.90 -2.13
C13 -0.48 2.29 2.11
O4 0.82 2.91 1.89
C14 0.97 3.95 2.90
C15 2.45 4.34 2.93
C16 2.77 5.30 1.76
N4 3.33 3.24 3.08
H34 -0.78 2.15 3.18
H35 -0.41 1.32 1.62
H36 -1.23 2.89 1.56
H37 0.35 4.84 2.69
H38 0.69 3.57 3.91
H39 2.66 4.96 3.88
H40 2.35 6.35 1.92
H41 2.39 5.00 0.77
H42 3.82 5.51 1.72
H43 2.92 2.65 3.80
H44 3.31 2.61 2.24
C17 2.70 2.39 -0.62
O5 3.67 1.95 0.33
C18 4.22 0.65 0.04
C19 4.81 0.07 1.34
C20 6.00 0.82 1.92
N5 5.03 -1.33 1.05
H45 2.28 3.31 -0.21
H46 1.90 1.62 -0.74
H47 3.11 2.60 -1.56
H48 3.41 -0.04 -0.25
H49 5.00 0.68 -0.69
H50 3.99 0.14 1.97
H51 5.86 1.91 2.04
H52 6.94 0.58 1.41
H53 6.21 0.42 2.93
H54 5.48 -1.94 1.71
H55 5.48 -1.54 0.16
C21 -3.39 -0.59 5.03
C22 -2.83 -1.50 3.96
O6 -3.40 -1.22 2.66
H56 -3.20 0.48 4.82
H57 -2.94 -0.88 5.99
H58 -4.46 -0.80 5.22
H59 -3.12 -2.52 4.16
H60 -1.77 -1.39 3.84
H61 -4.36 -1.43 2.66
C23 2.13 -0.58 5.28
C24 0.72 -0.68 5.77
O7 -0.11 0.29 5.13
H62 2.65 0.32 5.53
H63 2.22 -0.67 4.19
H64 2.75 -1.38 5.79
H65 0.71 -0.58 6.86
H66 0.31 -1.68 5.59
H67 -1.02 0.12 5.39
C25 1.06 -1.03 0.36
C26 -0.25 -1.18 -0.34
O8 -0.35 -0.07 -1.23
H68 1.07 -1.58 1.31
H69 1.28 0.07 0.54
H70 1.87 -1.48 -0.16
H71 -1.14 -1.11 0.29
H72 -0.36 -2.18 -0.84
H73 -0.73 -0.41 -2.07
C27 -3.55 -4.18 0.12
C28 -2.08 -4.50 0.44
O9 -1.83 -5.87 0.04
H74 -3.62 -4.23 -0.97
H75 -3.86 -3.17 0.40
H76 -4.23 -4.87 0.59
H77 -1.87 -4.31 1.51
H78 -1.50 -3.83 -0.20
H79 -1.18 -6.25 0.67
C29 -2.84 -0.98 -3.98
O10 -1.42 -1.26 -3.59
H80 -3.48 -1.84 -3.75
H81 -3.09 -0.13 -3.39
H82 -2.95 -0.82 -5.07
H83 -1.22 -2.21 -3.60
C30 0.98 -6.03 2.17
O11 0.49 -6.82 1.11
H84 1.90 -6.43 2.57
H85 1.08 -4.99 1.79
H86 0.22 -6.03 2.98
H87 0.96 -6.59 0.30

Computed properties:
LUMO energy, eV: 0.4
Gap between HOMO and LUMO, eV: 8.904
Max |F|, eV/Å: 3.46
HOMO level, eV: -8.53
Molar mass, Da: 694.05

=====

[2]
Formula: C4H9N3O
Source: OMol25
Level of theory: ωB97M-V/def2-TZVPD

CARTESIAN COORDINATES (ANGSTROEM)
H1 1.87 1.76 0.38
N1 2.23 0.81 0.30
C1 1.15 0.16 0.00
N2 1.24 -1.18 -0.29
N3 0.17 -2.07 -0.12
C2 -0.20 0.82 0.09
C3 -0.32 2.10 -0.44
C4 -1.42 0.09 0.70
O1 -2.25 -0.43 -0.27
H2 2.12 -1.71 -0.67
H3 0.16 -2.38 0.81
H4 -0.74 -1.81 -0.51
H5 -1.16 2.78 -0.27
H6 0.55 2.53 -0.81
H7 -0.89 -0.86 1.25
H8 -1.81 0.90 1.41
H9 -2.74 0.26 -0.87

Computed properties:
LUMO energy, eV: 0.6
Gap between HOMO and LUMO, eV: 9.242
Max |F|, eV/Å: 3.90
HOMO level, eV: -8.68
Molar mass, Da: 115.14

=====

[3]
Formula: C29H30BrN4O6RhS
Source: OMol25
Level of theory: ωB97M-V/def2-TZVPD

CARTESIAN COORDINATES (ANGSTROEM)
Rh1 -0.52 -0.04 0.38
C1 1.97 -1.08 3.51
C2 2.78 -0.94 2.21
C3 2.34 0.18 1.27
N1 1.43 -0.19 0.20
C4 1.86 -0.65 -0.96
C5 3.25 -1.03 -1.07
C6 4.01 -1.36 -2.18
C7 3.70 -1.40 -3.52
C8 2.42 -1.15 -4.07
C9 1.25 -0.86 -3.40
C10 0.93 -0.71 -2.04
N2 -0.46 -0.26 -1.76
C11 -0.75 0.97 -2.58
C12 -1.30 2.18 -1.84
C13 -0.38 2.73 -0.77
N3 -0.42 1.92 0.43
C14 -0.38 2.49 1.63
C15 0.02 3.82 1.83
C16 0.03 4.61 3.01
C17 -0.63 4.33 4.20
C18 -1.30 3.18 4.59
C19 -1.28 1.91 3.95
C20 -0.72 1.52 2.73
N4 -0.51 0.25 2.37
C21 -0.60 -0.83 3.33
C22 0.61 -1.77 3.32
H1 2.56 -1.68 4.20
H2 1.85 -0.09 3.98
H3 3.83 -0.76 2.47
H4 2.72 -1.89 1.68
H5 1.84 0.96 1.84
H6 3.22 0.65 0.81
H7 3.75 -1.16 -0.12
H8 5.04 -1.63 -1.94
H9 4.49 -1.66 -4.22
H10 2.34 -1.21 -5.15
H11 0.41 -0.71 -4.07
H12 0.18 1.27 -3.06
H13 -1.45 0.70 -3.38
H14 -1.44 2.96 -2.60
H15 -2.28 1.98 -1.40
H16 0.65 2.80 -1.16
H17 -0.71 3.74 -0.54
H18 0.40 4.33 0.96
H19 0.49 5.58 2.92
H20 -0.64 5.14 4.93
H21 -1.80 3.21 5.55
H22 -1.76 1.12 4.51
H23 -0.64 -0.40 4.33
H24 -1.51 -1.41 3.16
H25 0.43 -2.48 4.13
H26 0.63 -2.36 2.40
Br1 -2.13 -3.15 -5.80
C23 -2.39 -2.12 -4.20
C24 -1.40 -2.06 -3.29
C25 -1.57 -1.30 -2.02
C26 -2.93 -0.70 -1.83
C27 -3.88 -0.84 -2.81
C28 -3.65 -1.50 -4.02
C29 -3.39 -0.02 -0.55
O1 -4.56 0.39 -0.52
O2 -2.58 0.11 0.42
H27 -0.50 -2.65 -3.39
H28 -1.43 -2.06 -1.23
H29 -4.86 -0.42 -2.60
H30 -4.41 -1.58 -4.78
O3 -0.47 -3.94 -0.99
S1 -0.02 -3.44 0.32
O4 1.42 -3.18 0.36
O5 -0.75 -2.07 0.50
O6 -0.48 -4.27 1.43

Computed properties:
<S²>: 6.09
Net charge: -2
2S+1: 5
LUMO energy (spin up / spin down), eV: 4.1 / 2.8
Gap between HOMO and LUMO (spin up / spin down), eV: 4.769 / 4.865
Max |F|, eV/Å: 0.80
HOMO level (spin up / spin down), eV: -0.63 / -2.05
Molar mass, Da: 745.46

=====

[4]
Formula: C9H15N4O2
Source: OMol25
Level of theory: ωB97M-V/def2-TZVPD

CARTESIAN COORDINATES (ANGSTROEM)
C1 -1.78 0.30 -2.04
C2 -1.31 -0.77 -2.69
C3 -0.91 0.83 -0.80
C4 0.22 -1.46 -1.00
C5 0.06 1.45 1.80
C6 0.97 -2.28 -4.00
C7 1.39 2.75 3.25
C8 -0.04 0.97 4.20
C9 0.04 -2.86 -2.89
N1 -0.33 -1.63 -2.11
N2 -1.33 0.25 0.28
N3 0.50 1.63 3.05
N4 -0.84 0.51 1.53
O1 0.07 1.53 -1.07
O2 0.87 -1.50 -0.09
H1 -2.53 1.07 -2.29
H2 -1.80 -0.99 -3.57
H3 0.58 1.93 1.12
H4 1.25 -3.14 -4.63
H5 0.37 -1.71 -4.84
H6 1.76 -1.63 -3.80
H7 0.97 3.75 3.47
H8 2.04 2.70 4.25
H9 1.95 2.97 2.39
H10 -0.91 1.38 4.50
H11 -0.13 -0.09 4.06
H12 0.63 0.84 4.98
H13 -0.84 -3.42 -2.99
H14 0.55 -3.53 -2.29
H15 -1.47 0.16 2.22

Computed properties:
Net charge: +1
LUMO energy (spin up / spin down), eV: -3.4 / -3.4
Gap between HOMO and LUMO (spin up / spin down), eV: 8.123 / 8.123
Max |F|, eV/Å: 6.17
HOMO level (spin up / spin down), eV: -11.55 / -11.55
Molar mass, Da: 211.25

=====

> What is the max |F| in the second record?

3.90 eV/Å

=====

> What is the max |F| in the fourth record?

6.17 eV/Å

=====

Copy entry 2 word for word.
Formula: C4H9N3O
Source: OMol25
Level of theory: ωB97M-V/def2-TZVPD

CARTESIAN COORDINATES (ANGSTROEM)
H1 1.87 1.76 0.38
N1 2.23 0.81 0.30
C1 1.15 0.16 0.00
N2 1.24 -1.18 -0.29
N3 0.17 -2.07 -0.12
C2 -0.20 0.82 0.09
C3 -0.32 2.10 -0.44
C4 -1.42 0.09 0.70
O1 -2.25 -0.43 -0.27
H2 2.12 -1.71 -0.67
H3 0.16 -2.38 0.81
H4 -0.74 -1.81 -0.51
H5 -1.16 2.78 -0.27
H6 0.55 2.53 -0.81
H7 -0.89 -0.86 1.25
H8 -1.81 0.90 1.41
H9 -2.74 0.26 -0.87

Computed properties:
LUMO energy, eV: 0.6
Gap between HOMO and LUMO, eV: 9.242
Max |F|, eV/Å: 3.90
HOMO level, eV: -8.68
Molar mass, Da: 115.14

=====

> Among the records above, which one has the highest molar mass?

C29H30BrN4O6RhS